{
  "formula": "C6H40NO13",
  "method": "ωB97M-V/def2-TZVPD",
  "e_tot_ev": -34971.0186,
  "relative_energy_kcal_mol": 132.7,
  "gap_ev": 9.791,
  "mol_weight_g_mol": 334.38,
  "spin_multiplicity": 1,
  "total_charge": 1,
  "symbols": ["C", "C", "C", "C", "C", "C", "N", "H", "H", "H", "H", "H", "H", "H", "H", "H", "H", "H", "H", "H", "H", "H", "H", "O", "H", "H", "O", "H", "H", "O", "H", "H", "O", "H", "H", "O", "H", "H", "O", "H", "H", "O", "H", "H", "O", "H", "H", "O", "H", "H", "O", "H", "H", "O", "H", "H", "O", "H", "H", "O"],
  "xyz": [[-1.1973, -0.1490, -0.0449], [0.1988, 0.0091, 0.5926], [1.3133, 0.7369, -0.1191], [3.2747, -0.6381, 0.3323], [2.7265, 0.5269, 0.3813], [3.3381, 1.8297, 0.7935], [-1.3007, -0.9194, -1.3343], [-1.6226, 0.9111, -0.3320], [-1.9080, -0.6594, 0.6938], [-0.0374, 0.5176, 1.5412], [0.6369, -0.9249, 0.9380], [1.3436, 0.4073, -1.2507], [1.1449, 1.8541, -0.1505], [2.8571, -1.5963, 0.1375], [4.3137, -0.9430, 0.6544], [4.1876, 1.5610, 1.5282], [3.7988, 2.2807, -0.0221], [2.6454, 2.5078, 1.3480], [-0.4219, -0.9348, -1.9595], [-1.6433, -1.8592, -1.1353], [-1.9977, -0.4375, -1.9875], [3.2047, -2.6801, 2.5516], [1.7897, -2.8927, 2.5392], [2.5158, -3.3254, 2.1502], [1.7238, -1.1785, -2.2140], [1.7445, -0.7969, -3.7222], [1.3047, -0.7029, -2.9685], [-3.1915, -0.4502, 2.4567], [-4.3973, -1.4044, 2.1757], [-3.4557, -1.2943, 2.1587], [1.9982, -0.9191, 4.7442], [0.8347, -0.0236, 4.3629], [1.4808, -0.6396, 4.0366], [-3.0699, -2.1576, 0.6038], [-3.2064, -3.6529, 0.6611], [-3.0588, -2.9519, 0.0417], [-1.2389, 3.0845, 1.8573], [0.3288, 3.2632, 2.5135], [-0.6838, 2.8421, 2.6043], [1.4558, -3.0246, 0.6710], [1.5554, -4.4616, 0.0774], [1.1528, -3.5576, -0.0425], [2.4442, 2.3301, -3.7553], [1.6442, 1.0681, -3.2898], [1.5225, 1.9910, -3.4237], [-2.7137, 1.1183, -4.3623], [-2.7248, 1.8986, -3.0532], [-2.8221, 0.9958, -3.3069], [-2.5205, -2.9584, -2.7747], [-1.4320, -3.0763, -3.7997], [-1.8992, -2.3711, -3.3147], [0.1552, 2.5522, -2.5438], [0.2564, 3.5352, -1.3490], [-0.3391, 2.9280, -1.7259], [-1.5785, 0.9338, 2.3640], [-2.2171, 1.2703, 3.5857], [-2.1621, 0.5787, 3.0413], [-2.6057, 3.8716, 0.0981], [-1.5020, 2.9027, -0.5133], [-1.9436, 3.2745, 0.2599]],
  "atomic_forces_ev_per_a": [[-0.92, 1.73, -0.08], [-0.47, -0.26, 0.96], [-0.29, 0.86, -3.08], [3.40, -2.77, 1.17], [-2.10, 2.10, -0.04], [1.38, -1.66, 3.53], [0.49, 1.31, -1.39], [0.81, -2.11, 0.95], [1.13, 0.95, -1.15], [0.41, 0.02, -0.26], [-0.41, -0.50, -0.15], [-0.35, 0.97, 2.38], [-0.13, -1.38, -0.01], [-1.31, -0.26, -0.80], [-0.80, 1.34, -0.16], [-1.12, 0.70, -1.05], [0.58, 1.22, -1.48], [0.43, -0.57, -0.70], [-1.42, -0.23, 1.30], [0.27, -0.27, -0.20], [0.80, -0.80, 0.87], [-1.01, -1.83, -1.23], [-2.23, 0.52, 1.02], [3.41, 1.55, 1.02], [0.10, 0.21, -1.16], [3.10, -1.35, -4.93], [-2.98, 0.29, 5.74], [0.31, 1.93, 1.07], [-0.67, 0.19, 0.15], [-0.32, -2.80, -1.38], [1.25, -0.59, 2.06], [-0.38, 0.30, 0.34], [-0.87, 0.19, -2.48], [-0.32, -0.21, 0.35], [-0.01, -0.72, 0.43], [0.36, 0.84, -1.00], [0.25, 0.65, -0.90], [-4.58, -1.56, 0.03], [4.51, 0.96, 0.88], [0.74, 0.11, 0.88], [-0.56, 1.68, 0.05], [-0.49, -1.83, -1.72], [-2.76, -0.78, 0.94], [0.04, -1.40, 0.43], [2.74, 2.43, -1.51], [-0.43, -0.88, 3.63], [0.08, 1.21, 0.72], [0.50, -0.43, -4.09], [0.84, 1.31, -0.90], [-0.02, 0.60, -0.04], [-1.03, -2.34, 0.58], [-0.71, 0.82, 1.75], [1.20, 1.29, 0.65], [-0.49, -1.92, -2.65], [0.16, 0.05, -0.07], [-0.56, 4.28, 3.74], [0.82, -3.49, -3.15], [-2.33, 2.10, -1.14], [-0.13, 0.54, -0.65], [2.06, -2.37, 1.93]]
}


{
  "formula": "C38H40IN8O2",
  "method": "ωB97M-V/def2-TZVPD",
  "e_tot_ev": -64166.0739,
  "relative_energy_kcal_mol": 53.3,
  "gap_ev": 3.812,
  "mol_weight_g_mol": 767.70,
  "spin_multiplicity": 1,
  "total_charge": -1,
  "symbols": ["O", "C", "O", "C", "C", "N", "I", "H", "H", "H", "H", "H", "N", "C", "C", "C", "C", "C", "H", "H", "H", "H", "H", "N", "C", "C", "C", "C", "C", "H", "H", "H", "H", "H", "N", "C", "C", "C", "C", "C", "H", "H", "H", "H", "H", "N", "C", "C", "C", "C", "C", "H", "H", "H", "H", "H", "N", "C", "C", "C", "C", "C", "H", "H", "H", "H", "H", "N", "C", "C", "C", "C", "C", "H", "H", "H", "H", "H", "N", "C", "C", "C", "C", "C", "H", "H", "H", "H", "H"],
  "xyz": [[-0.5355, 0.8305, 4.2660], [-0.6196, 1.6448, 3.1848], [-1.4673, 1.2172, 2.0614], [-2.4269, 2.2570, 1.6545], [-3.5354, 2.6618, 2.7970], [-4.8588, 1.9371, 2.6643], [-4.6842, -0.0606, 3.1997], [-0.0078, 2.6655, 3.2180], [-3.0136, 1.8117, 0.7155], [-1.8917, 3.2363, 1.2340], [-3.7478, 3.8296, 2.6753], [-3.1734, 2.5047, 3.9081], [-2.9002, 0.5149, -1.5133], [-1.6573, 0.2779, -1.9871], [-1.4000, -0.3452, -3.1978], [-2.4817, -0.7548, -3.9702], [-3.7738, -0.5264, -3.5083], [-3.9303, 0.1075, -2.2862], [-0.8466, 0.6130, -1.3467], [-0.3809, -0.5075, -3.5302], [-2.3193, -1.2477, -4.9244], [-4.6378, -0.8340, -4.0863], [-4.9188, 0.3116, -1.8842], [-7.4727, -2.4394, 1.6043], [-8.4936, -2.7820, 2.4204], [-8.8277, -4.0910, 2.7286], [-8.0728, -5.1134, 2.1636], [-7.0163, -4.7924, 1.3176], [-6.7568, -3.4536, 1.0722], [-9.0546, -1.9489, 2.8338], [-9.6567, -4.3080, 3.3926], [-8.3057, -6.1518, 2.3808], [-6.4093, -5.5660, 0.8611], [-5.9406, -3.1519, 0.4217], [1.3267, -0.3370, -5.6100], [2.6295, -0.4515, -5.2711], [3.6235, 0.3957, -5.7341], [3.2627, 1.4218, -6.6010], [1.9291, 1.5643, -6.9700], [1.0065, 0.6698, -6.4518], [2.8613, -1.2694, -4.5952], [4.6540, 0.2586, -5.4266], [4.0144, 2.1049, -6.9857], [1.6157, 2.3533, -7.6443], [-0.0470, 0.7417, -6.7069], [-11.3132, -4.3604, 5.3048], [-12.1916, -5.1805, 5.9224], [-13.5257, -4.8668, 6.1272], [-13.9893, -3.6358, 5.6754], [-13.1083, -2.7687, 5.0373], [-11.7928, -3.1729, 4.8756], [-11.7812, -6.1279, 6.2596], [-14.1871, -5.5653, 6.6272], [-15.0284, -3.3544, 5.8191], [-13.4383, -1.8020, 4.6742], [-11.0677, -2.5331, 4.3806], [5.3754, 4.2077, -5.4595], [6.1458, 5.3087, -5.3200], [6.7655, 5.6705, -4.1345], [6.5824, 4.8571, -3.0212], [5.7928, 3.7173, -3.1330], [5.2174, 3.4366, -4.3618], [6.2557, 5.9128, -6.2159], [7.3757, 6.5649, -4.0804], [7.0511, 5.1091, -2.0744], [5.6301, 3.0632, -2.2839], [4.5957, 2.5565, -4.5007], [8.7502, 3.5978, -0.5630], [9.9668, 3.8990, -1.0676], [11.0446, 3.0282, -1.0522], [10.8679, 1.7723, -0.4812], [9.6271, 1.4335, 0.0486], [8.6085, 2.3706, -0.0168], [10.0555, 4.8918, -1.4992], [11.9987, 3.3223, -1.4746], [11.6901, 1.0633, -0.4496], [9.4574, 0.4629, 0.5009], [7.6209, 2.1522, 0.3796], [8.0844, -1.0775, 2.0712], [7.1464, -0.5732, 2.9025], [6.6762, -1.2347, 4.0256], [7.1952, -2.4925, 4.3141], [8.1611, -3.0394, 3.4756], [8.5709, -2.2997, 2.3780], [6.7701, 0.4094, 2.6332], [5.9233, -0.7806, 4.6597], [6.8501, -3.0419, 5.1851], [8.5850, -4.0175, 3.6727], [9.3250, -2.6817, 1.6957]],
  "atomic_forces_ev_per_a": [[-0.04, 5.20, -6.99], [-1.26, -4.96, 4.39], [2.21, 2.43, 3.05], [-1.27, 1.20, -1.28], [-0.87, -0.51, 0.41], [1.43, 1.63, -0.31], [0.18, 0.14, 0.05], [-1.61, -2.00, -0.66], [1.31, 0.74, 2.27], [-0.58, -1.88, 1.02], [0.27, -2.36, 0.08], [0.27, 0.39, -2.00], [0.19, -0.46, -1.05], [-0.92, 0.22, 0.45], [-0.15, -0.10, -0.13], [-0.01, 0.01, 0.01], [0.33, -0.04, -0.10], [0.57, 0.37, 0.71], [-0.04, -0.03, -0.02], [-0.09, 0.01, -0.03], [0.02, 0.04, 0.09], [0.04, 0.03, 0.07], [0.07, -0.03, 0.00], [-0.39, -1.08, 0.11], [0.84, 0.29, -0.66], [0.07, -0.21, -0.10], [0.03, 0.03, -0.03], [-0.27, -0.08, 0.22], [-0.42, 0.90, 0.32], [0.06, -0.02, 0.00], [0.11, -0.02, 0.00], [0.01, 0.10, -0.01], [-0.02, 0.08, 0.03], [-0.04, -0.01, 0.08], [0.74, 0.62, -0.37], [-0.91, -0.01, -0.16], [-0.17, 0.13, -0.19], [0.03, 0.03, -0.10], [0.27, -0.09, 0.11], [0.08, -0.70, 0.57], [0.01, 0.07, -0.03], [-0.08, -0.02, -0.02], [-0.07, -0.02, 0.09], [0.02, -0.07, 0.08], [0.08, 0.03, 0.02], [-1.08, 0.23, 0.14], [0.68, 0.51, -0.42], [-0.05, 0.24, -0.09], [0.02, 0.03, -0.02], [-0.21, -0.21, 0.15], [0.48, -0.76, 0.24], [-0.06, 0.05, -0.01], [0.07, 0.05, -0.04], [0.11, -0.03, -0.02], [0.07, -0.09, 0.02], [-0.08, -0.01, 0.04], [0.45, 0.23, 0.81], [-0.53, -0.72, -0.20], [-0.11, -0.23, 0.13], [0.03, 0.07, 0.09], [0.17, 0.25, -0.03], [0.05, 0.42, -0.73], [0.02, -0.01, 0.07], [-0.06, -0.06, -0.02], [-0.05, -0.12, -0.09], [0.02, 0.06, -0.08], [0.04, 0.12, 0.09], [0.77, -0.61, 0.01], [-0.85, -0.14, 0.32], [-0.06, -0.20, 0.11], [-0.07, 0.06, 0.00], [0.33, -0.03, -0.11], [-0.01, 0.85, -0.34], [0.04, -0.07, 0.00], [-0.09, 0.01, 0.03], [-0.09, 0.07, 0.00], [-0.11, 0.10, 0.01], [0.10, -0.04, -0.01], [-0.29, -0.51, 0.81], [0.62, -0.24, -0.62], [0.11, -0.24, 0.05], [0.00, 0.02, 0.00], [-0.18, 0.15, 0.13], [-0.26, 0.80, -0.28], [-0.01, -0.07, 0.07], [0.06, -0.03, -0.09], [0.03, 0.07, -0.11], [-0.03, 0.09, -0.04], [-0.06, -0.02, 0.07]]
}